w) Entry from the Open Molecules 2025 dataset: a 2-piece molecular cluster, C2H7NO3 overall (wB97M-V/def2-TZVPD).

Values from the calculation:
Kohn-Sham gap   0.410 hartree
Molecular weight   93.082 g mol⁻¹

Element x y z (Å)
H (-1.203, -0.809, 0.514)
O (0.026, 0.642, 1.956)
N (-0.922, -1.484, -0.199)
H (-0.596, -0.102, -1.888)
O (0.268, 1.986, 0.088)
H (-0.721, 2.554, 1.899)
C (-0.133, 1.756, 1.371)
O (1.163, -0.289, -0.698)
H (-0.259, -2.087, 0.396)
H (0.631, 1.147, -0.283)
H (0.361, -1.669, -2.015)
C (-0.035, -0.919, -1.245)
H (1.421, -0.727, 0.104)

Formally, the natural (NBO) partial charges of the atoms, in units of the elementary charge, are as follows: 0.38 -0.65 -0.83 0.18 -0.69 0.14 0.64 -0.75 0.34 0.51 0.18 0.07 0.49

***

x) Entry from the Open Molecules 2025 dataset: a 2-piece molecular cluster, C2H7NO3 overall (wB97M-V/def2-TZVPD).

Values from the calculation:
Kohn-Sham gap   0.398 hartree
Molecular weight   93.082 g mol⁻¹

Element x y z (Å)
H (0.829, -1.148, 1.140)
O (-1.488, -0.936, 0.441)
N (0.716, 0.266, -0.961)
H (2.670, 0.678, -0.005)
C (-2.480, -0.002, 0.157)
O (-2.195, 0.967, -0.467)
O (1.738, -0.853, 1.153)
H (1.144, 1.106, 0.978)
H (0.800, -0.646, -1.442)
H (-3.358, -0.397, 0.535)
H (-0.889, -0.467, -0.212)
C (1.594, 0.396, 0.304)
H (0.920, 1.036, -1.620)

Formally, the natural (NBO) partial charges of the atoms, in units of the elementary charge, are as follows: 0.47 -0.75 -0.90 0.17 0.64 -0.56 -0.72 0.17 0.38 0.12 0.50 0.09 0.39

***

Stability comparison, relative energies in eV: w) 0.000; x) 0.572